{"formula": "C3H6N2S2", "method": "wB97M-V/def2-TZVPD", "elements": ["S", "S", "N", "N", "C", "C", "C", "H", "H", "H", "H", "H", "H"], "coordinates": [[2.73171, -1.62543, -0.02948], [4.03208, 1.08931, -0.14363], [2.67552, 0.39337, 0.02252], [1.57544, 0.81010, 0.24678], [0.45384, 0.04591, 0.45376], [-1.90958, 0.38782, -0.41655], [-0.81792, 0.87602, 0.22331], [-1.97650, -0.56205, -0.74450], [-0.69192, 1.84944, 0.64193], [-2.80409, 0.96780, -0.51795], [0.45800, -0.62864, -0.37448], [3.86275, -1.69554, -0.80489], [0.35886, -0.53462, 1.52948]], "forces_ev_per_a": [[0.492, 0.406, -0.457], [3.472, 1.951, -0.598], [-1.190, -4.257, 0.124], [-0.375, 3.206, 1.022], [-2.947, -1.806, 1.439], [1.740, 3.683, 2.313], [-0.403, -1.506, -0.472], [0.110, -3.140, -1.152], [-0.578, 0.758, 0.010], [-0.217, 0.429, -0.039], [-0.142, -1.517, -0.231], [-0.626, 0.402, 0.562], [0.661, 1.391, -2.521]], "homo_ev": -8.8, "relative_energy_ev": 4.825, "smiles": "C=CC/N=[N+](/[S-])S", "total_energy_ha": -1023.6256, "homo_lumo_gap_ev": 8.2}

{"formula": "C12H43N17O9", "method": "wB97M-V/def2-TZVPD", "elements": ["O", "O", "O", "O", "O", "O", "O", "O", "O", "N", "N", "N", "N", "N", "N", "N", "N", "N", "N", "N", "N", "N", "N", "N", "N", "N", "C", "C", "C", "C", "C", "C", "C", "C", "C", "C", "C", "C", "H", "H", "H", "H", "H", "H", "H", "H", "H", "H", "H", "H", "H", "H", "H", "H", "H", "H", "H", "H", "H", "H", "H", "H", "H", "H", "H", "H", "H", "H", "H", "H", "H", "H", "H", "H", "H", "H", "H", "H", "H", "H", "H"], "coordinates": [[1.64181, -1.34846, 3.20513], [-0.93301, 3.42927, 2.07567], [-0.78778, 1.36445, -5.08926], [-4.31591, -1.25074, -2.87736], [0.56745, -3.76133, -1.77614], [-3.99622, 4.64347, -1.72866], [-2.19334, -0.79671, 0.19252], [0.95844, 3.04346, -1.64686], [1.99843, 1.27380, 1.20823], [2.07371, 4.07262, -0.03700], [4.13634, 1.35233, 0.46146], [-4.22075, -2.33588, -0.84286], [-0.27460, -1.30445, 4.51161], [3.24701, -0.64644, 1.06982], [-0.05136, -0.87965, 0.88185], [-0.81161, 1.00654, -0.14138], [-5.37905, -3.21305, -2.59292], [-1.84973, 3.85447, -2.16838], [-0.76295, 3.89190, 4.25754], [-2.84753, 3.73251, -0.09220], [1.72143, -0.61521, 5.32571], [0.61490, 2.31543, 3.39743], [1.84692, 5.18744, -1.99684], [1.35808, -5.63107, 0.41431], [-2.52259, -0.13833, -4.93384], [-1.27020, 0.29481, -3.12667], [-1.07586, -0.25571, 0.25116], [2.80829, -3.99179, 1.27394], [3.07592, 0.70313, 0.98365], [-1.47832, 0.56779, -4.44145], [1.67855, -3.61118, -0.92075], [1.51695, -4.17787, 0.49350], [0.83847, -3.37470, -3.13228], [-2.92535, 4.09856, -1.39828], [1.03671, -1.09944, 4.24000], [1.57509, 4.05051, -1.30893], [-4.60467, -2.18789, -2.13298], [-0.37612, 3.21980, 3.15308], [2.99176, -2.98120, 1.63562], [-2.93935, 0.17736, -5.78987], [0.10119, 1.30582, 0.16901], [-0.36604, 3.75925, 5.16544], [1.46788, -2.48198, -3.10490], [0.68374, -3.72028, 1.02967], [-2.02777, 3.61720, 0.48811], [-4.51469, -3.17029, -0.37310], [-1.88391, 4.20269, -3.10928], [-3.48424, -1.75515, -0.43441], [-1.00386, 3.46862, -1.78488], [0.57056, -5.80090, -0.21561], [-1.50783, 4.54271, 4.07171], [-5.62174, -4.03142, -2.07041], [2.57564, -4.10787, -1.31687], [4.15389, 2.34750, 0.32795], [-3.70926, 3.89464, 0.39507], [-1.81547, -0.08323, -2.36889], [-0.78720, -1.81182, 3.80959], [0.93451, 1.59344, 2.76493], [-0.13984, -3.23703, -3.57878], [-5.53955, -3.19482, -3.58476], [2.90577, -4.65376, 2.13752], [1.92803, 3.18457, 0.41693], [1.00774, 2.28414, 4.31912], [2.31927, 5.89735, -1.47116], [2.70881, -0.48152, 5.20245], [-0.43640, 0.75879, -2.78849], [-0.29093, -1.77078, 1.27717], [4.13185, -0.94858, 0.71616], [0.92348, -0.72651, 0.71309], [1.54219, 5.43485, -2.91957], [3.64192, -4.42604, 0.70911], [4.95980, 0.80448, 0.30764], [2.10842, -5.87990, -0.23487], [1.43282, -4.16413, -3.59919], [-0.74590, -1.01177, 5.34339], [2.51306, 4.81844, 0.46774], [2.63294, -1.18262, 1.67219], [-2.90556, -0.71307, -4.19624], [1.24926, -0.29598, 6.14964], [1.80338, -2.51902, -0.92197], [-1.58597, 1.57544, -0.43758]], "forces_ev_per_a": [[-0.752, -0.410, 0.106], [0.708, -0.369, 0.452], [-0.400, -0.670, 0.596], [0.230, -0.296, 0.472], [-0.370, -0.916, 0.246], [1.292, -0.595, -0.990], [0.639, 0.461, -0.102], [0.181, 0.706, -0.829], [0.633, -0.153, 0.289], [0.329, -0.697, 0.351], [0.551, -0.084, 0.141], [0.040, 0.311, -0.021], [-0.166, -0.597, -1.408], [-0.059, 1.044, -0.169], [0.086, -1.026, 0.358], [0.354, -1.286, 0.044], [-0.438, -0.049, -0.761], [-0.289, 0.281, -0.289], [-0.564, 0.801, 0.135], [0.368, -0.808, 0.918], [0.166, 0.218, -0.279], [0.149, -0.149, 0.177], [0.127, 0.279, -0.202], [-0.569, -0.210, -1.072], [0.758, -0.075, 0.240], [2.431, 0.750, 1.152], [-1.157, 0.251, 0.426], [0.645, -0.282, 0.391], [-1.140, 0.010, -0.750], [-0.337, 0.665, -0.764], [-0.187, 1.259, -0.148], [0.284, -0.252, -0.097], [0.413, -0.439, 1.425], [-1.895, 1.252, 0.745], [0.707, 0.269, 1.311], [-0.185, -0.296, 0.773], [0.292, 0.019, 0.085], [-0.079, -0.739, -0.731], [0.200, -0.265, -0.317], [-0.301, -0.296, 0.193], [-0.300, 0.978, -0.368], [-0.116, 0.102, 0.084], [-0.346, 0.326, -0.350], [-0.105, -0.143, -0.103], [0.107, 0.041, -0.288], [0.175, 0.005, 0.170], [0.152, -0.196, -0.047], [-0.285, -0.052, -0.188], [0.213, -0.069, -0.271], [-0.294, -0.041, 0.393], [0.117, 0.094, 0.463], [0.113, -0.015, 0.044], [0.055, 0.127, -0.291], [-0.215, -0.061, -0.084], [0.025, 0.094, 0.055], [-0.805, -0.204, -0.755], [-0.244, 0.270, 0.086], [-0.189, 0.413, -0.450], [0.208, 0.182, -0.341], [-0.182, -0.110, 0.101], [-0.900, 0.144, 0.257], [-0.078, 0.017, 0.558], [-0.017, -0.050, 0.057], [0.019, 0.203, -0.204], [-0.051, 0.154, 0.152], [-0.191, 0.014, 0.042], [0.054, -0.081, -0.260], [-0.036, -0.898, 0.289], [-0.089, 0.469, -0.088], [-0.280, -0.474, -0.007], [0.127, 0.739, -0.483], [0.356, 0.410, -0.127], [0.248, -0.476, 0.428], [-0.188, -0.057, -0.328], [0.116, 0.002, 0.104], [-0.105, 0.204, -0.241], [0.369, 0.127, 0.090], [-1.267, -0.099, -0.795], [0.178, -0.039, 0.115], [0.793, 0.003, 0.444], [0.166, 0.330, 0.042]], "homo_ev": -8.3, "relative_energy_ev": 1.885, "smiles": "COC[C@H](C)N.NC(N)=O.NC(N)=O.NC(N)=O.NC(N)=O.NC(N)=O.NC(N)=O.NC(N)=O.NC(N)=O", "total_energy_ha": -2091.3433, "homo_lumo_gap_ev": 8.1}

{"formula": "C9H9IN2O2S", "method": "wB97M-V/def2-TZVPD", "elements": ["I", "S", "O", "O", "N", "N", "C", "C", "C", "C", "C", "C", "C", "C", "C", "H", "H", "H", "H", "H", "H", "H", "H", "H"], "coordinates": [[-6.03574, 0.57059, -0.36837], [-0.41957, -1.44405, -1.35466], [-1.30275, -1.50687, 1.03307], [-0.06579, 0.36491, 0.54979], [0.22972, 1.16104, -1.62902], [1.30248, 2.14669, 0.24636], [1.64666, 3.12973, -0.54538], [-0.86008, -0.60232, 0.13045], [-1.24774, -3.12908, -1.32106], [1.33931, 3.22271, -1.86361], [0.58661, 2.20041, -2.36469], [-2.84084, 0.64317, -0.00857], [-1.61114, -0.95525, 2.37076], [-3.97580, 0.49688, -0.42798], [0.49249, 1.26611, -0.30681], [-0.60075, -3.86330, -0.83716], [1.62396, 4.11955, -2.39738], [2.29827, 3.81856, -0.15668], [-2.06664, 0.05180, 2.05695], [0.43161, 2.20292, -3.41207], [-1.35058, -3.46622, -2.31972], [-2.38835, -1.56710, 2.81724], [-0.74829, -0.87309, 2.98628], [-2.15987, -2.91236, -0.78507]], "forces_ev_per_a": [[1.090, -0.075, -0.237], [-0.170, -0.493, -1.194], [0.703, 1.569, 0.525], [0.534, 0.186, 0.572], [-0.717, 0.208, 1.777], [-1.327, -1.054, 1.007], [0.362, -0.647, -0.380], [-1.919, -2.292, 0.079], [1.042, 1.355, 1.710], [-0.558, 1.022, -0.080], [0.862, -0.369, -0.074], [2.199, -1.207, -0.265], [-1.685, 1.668, -2.228], [-1.888, 0.245, 0.358], [0.327, 0.324, -2.058], [-0.216, 0.281, 0.407], [-0.012, -0.278, -0.296], [1.422, 1.732, 1.234], [0.549, -1.129, 1.144], [-0.667, -0.496, -0.912], [-0.460, 0.242, -1.081], [0.152, -0.236, -0.176], [0.784, 0.066, 0.268], [-0.407, -0.620, -0.100]], "homo_ev": -8.2, "relative_energy_ev": 0.000, "total_energy_ha": -1304.0017, "homo_lumo_gap_ev": 8.1}

{"formula": "C28H35NO4", "method": "wB97M-V/def2-TZVPD", "elements": ["O", "O", "O", "O", "N", "C", "C", "C", "C", "C", "C", "C", "C", "C", "C", "C", "C", "C", "C", "C", "C", "C", "C", "C", "C", "C", "C", "C", "C", "C", "C", "C", "C", "H", "H", "H", "H", "H", "H", "H", "H", "H", "H", "H", "H", "H", "H", "H", "H", "H", "H", "H", "H", "H", "H", "H", "H", "H", "H", "H", "H", "H", "H", "H", "H", "H", "H", "H"], "coordinates": [[-4.92559, 1.55991, 0.38776], [2.71970, -1.40889, 0.79821], [-4.34865, 0.69077, -2.11565], [2.16013, 3.36177, 0.63817], [0.73701, -0.28257, 1.91034], [2.89039, -0.17642, 0.52093], [2.31434, 0.84513, 0.74249], [-1.34747, -1.79787, 1.39864], [1.11333, -4.29245, -0.77482], [0.76903, -3.19897, -1.40934], [-2.04413, 0.96987, -1.51015], [-4.95845, 0.47662, 2.71908], [-0.01523, 1.88141, 1.36050], [5.75961, 1.52051, 0.51461], [4.94256, 1.11139, -0.67619], [3.90151, 2.11994, -0.89346], [0.91978, 0.87080, 1.47411], [-0.30378, -3.88555, 1.30577], [-3.77492, -1.09710, -3.22925], [-0.91846, 1.38391, -0.94122], [5.85492, 1.22043, -1.92770], [0.02060, -2.24395, -0.58208], [-5.16050, 1.46517, 1.72778], [-3.31554, 1.02588, -1.16658], [-0.49328, -2.45083, 0.61068], [-4.08447, 0.36322, -3.28052], [-1.17842, 1.67035, 0.42021], [2.72672, 2.32631, 0.03787], [-0.55329, -0.80744, 2.60367], [4.05795, -0.07446, -0.78483], [-3.56536, 1.63212, 0.15639], [-2.39879, 1.64408, 0.96995], [0.62018, -4.77958, 0.58567], [1.16937, -2.97166, -2.24534], [6.39951, 2.34811, -1.85377], [6.78460, 0.50161, -1.43820], [3.30057, 2.13271, -1.94439], [-6.14257, 2.00253, 1.73854], [6.38682, 0.80567, 0.98059], [-0.26487, -1.44803, -1.05672], [-4.50686, -1.76823, -2.72539], [0.84617, -5.69253, 0.78270], [5.02148, -1.00991, -0.51528], [-2.83950, -1.34124, -2.80782], [1.78204, -4.89376, -1.21495], [-5.07622, 0.57818, -3.73754], [-0.13949, -1.52149, 3.22928], [-0.27009, 1.93407, 2.57410], [1.38690, -1.27286, 1.65028], [3.79510, -0.40146, -1.78805], [-1.71619, 0.76617, -2.67279], [-3.94063, 0.08857, 2.58470], [-5.29323, 0.40201, 3.74815], [4.21268, 3.32425, -1.00012], [-4.68533, 2.44672, 2.35857], [5.31396, 1.13373, -2.76689], [-2.27992, -1.98619, 2.03451], [-3.48400, 0.95630, -3.88449], [-1.06326, 0.14245, 2.60697], [-3.73796, -1.32201, -4.21783], [-5.61422, -0.46601, 2.37601], [-0.03686, 1.31525, -1.09291], [0.55934, 2.84102, 1.14325], [6.15507, 2.37369, 0.73964], [-0.62511, -4.09548, 2.42939], [-1.81456, -0.85373, 0.72106], [4.93596, 1.32342, 1.54096], [-2.64007, 1.98462, 2.13276]], "forces_ev_per_a": [[2.897, -0.717, 0.537], [-0.637, 0.292, 1.230], [-0.226, 5.485, 12.553], [3.743, -3.925, -4.399], [-2.495, -6.670, 2.718], [8.469, -12.725, -6.890], [-8.740, 15.972, 2.101], [-5.445, 11.158, 3.477], [-1.991, -1.820, 4.549], [-3.515, 1.369, 7.721], [3.093, -1.116, -8.684], [-0.578, -7.597, -1.542], [-1.696, 4.313, 3.486], [-5.979, -6.901, 4.418], [-0.003, 2.489, -2.673], [-3.603, 8.545, -2.808], [6.810, -2.397, -3.628], [3.780, -0.551, -1.992], [-0.748, -0.718, 0.188], [-10.158, 1.572, 7.869], [5.788, 1.855, 6.871], [1.713, -3.992, -1.387], [-3.249, 9.527, 3.586], [-2.924, 1.578, 0.881], [2.058, -9.930, 1.909], [-1.913, -3.679, -5.765], [3.005, -0.119, 0.359], [-2.203, -1.100, 6.282], [1.423, 0.777, -6.402], [3.782, -4.910, 4.725], [0.229, -4.368, -4.084], [-5.293, 2.731, 3.459], [-3.763, 9.683, -2.347], [2.355, 1.793, -5.782], [-1.573, -2.944, -0.527], [-2.356, 1.376, -2.859], [1.496, -0.821, 1.897], [-0.144, -1.408, 0.601], [1.289, -1.357, -0.657], [-1.496, 5.011, -2.485], [0.077, 1.010, -0.334], [1.427, -5.626, 1.901], [-3.259, 1.979, -0.467], [1.254, 0.054, 0.583], [2.291, -2.557, -1.603], [0.296, -0.872, -0.823], [-0.109, -0.548, 2.531], [-0.323, 0.540, -2.941], [0.402, 3.399, -0.306], [-0.609, 0.581, 0.094], [-1.654, -0.170, 2.520], [0.010, -0.070, 0.690], [0.196, 1.719, 0.107], [0.140, -2.888, 0.361], [-0.225, -1.640, -2.037], [-1.147, -1.040, -3.423], [1.455, -1.480, -1.354], [2.146, 1.159, -0.840], [-1.171, -0.540, 1.893], [0.283, -1.761, -3.137], [1.354, 1.240, 0.342], [10.861, -0.937, -3.500], [-1.103, -1.253, 0.316], [1.892, 5.647, -0.004], [0.382, 0.482, -2.767], [0.937, -2.202, 1.543], [1.864, 1.090, -2.737], [1.132, -1.079, -3.111]], "homo_ev": -8.3, "relative_energy_ev": 21.808, "total_energy_ha": -1442.8337, "homo_lumo_gap_ev": 8.8}

{"formula": "C6H14O", "method": "wB97M-V/def2-TZVPD", "elements": ["O", "C", "C", "C", "C", "C", "C", "H", "H", "H", "H", "H", "H", "H", "H", "H", "H", "H", "H", "H", "H"], "coordinates": [[-0.63067, -1.19646, 2.56142], [-1.90182, -0.73543, 2.16548], [0.86193, 1.13823, 1.73369], [0.03244, -0.22224, -2.98701], [0.71734, -0.46891, -1.64573], [1.29917, 0.60241, 0.59539], [0.61312, 0.75614, -0.73493], [1.06011, 1.61268, -1.26135], [-0.07217, 1.69796, 1.77067], [-0.00128, -0.94004, 1.87463], [-2.53423, -1.56303, 1.81818], [1.39731, 1.02877, 2.67229], [-1.84695, 0.00502, 1.35563], [-0.44359, 1.01482, -0.57744], [-1.04453, -0.06639, -2.85347], [-2.39633, -0.25746, 3.01925], [0.43871, 0.67572, -3.46761], [0.16778, -1.06139, -3.67619], [0.27456, -1.34579, -1.15379], [1.77753, -0.70897, -1.80546], [2.23157, 0.03437, 0.59636]], "forces_ev_per_a": [[0.134, -0.159, -0.116], [-0.443, 0.104, -0.078], [0.108, 0.008, -0.170], [-0.026, 0.001, -0.065], [0.029, -0.036, 0.028], [-0.014, 0.151, 0.131], [-0.042, 0.055, -0.026], [-0.042, -0.117, 0.052], [0.168, -0.062, -0.027], [-0.052, -0.050, 0.260], [0.075, 0.089, 0.056], [-0.042, -0.019, -0.168], [0.039, -0.094, 0.129], [0.159, -0.012, -0.018], [0.151, -0.020, -0.021], [0.064, -0.100, -0.111], [-0.051, -0.133, 0.049], [-0.026, 0.095, 0.109], [0.051, 0.141, -0.040], [-0.152, 0.044, 0.023], [-0.088, 0.113, 0.004]], "homo_ev": -9.7, "relative_energy_ev": 1.460, "smiles": "C=CCCC.CO", "total_energy_ha": -312.2014, "homo_lumo_gap_ev": 10.8}